Below is 19 unconnected molecules or ions with the total composition C70H194N16O19 in a non-equilibrium geometry, with properties calculated with ωB97M-V/def2-TZVPD.

- LUMO level (eV) = 0.336
- energy relative to the best compared isomer or geometry (same formula, charge and spin) (kcal/mol) = 109.7
- HOMO-LUMO gap (eV) = 8.636
- HOMO (eV) = -8.30

```
299
Properties=species:S:1:pos:R:3:forces:R:3
C 3.51310 4.78210 3.97283 0.7 -0.5 0.8
C 3.51008 3.24036 4.03435 1.0 1.2 -0.1
C 4.70209 2.74442 4.86950 1.0 0.4 -0.8
O 5.95529 2.89399 4.14485 0.0 -0.8 1.4
C 7.11331 2.34326 4.88442 -1.2 0.9 -1.6
N 2.34038 2.80311 4.71001 -1.0 -0.3 0.6
H 3.62099 5.10320 5.00886 0.0 0.1 0.2
H 2.59949 5.26918 3.63196 0.1 -0.3 -0.5
H 4.41983 5.12223 3.47257 -0.2 0.2 -0.3
H 3.53065 2.82792 3.02560 0.5 -0.1 -0.3
H 4.55766 1.70395 5.16041 0.0 -0.3 -0.1
H 4.78058 3.34365 5.77663 -0.2 0.1 0.2
H 6.95123 1.31176 5.19719 -0.1 -0.1 -0.1
H 7.40898 2.93510 5.75068 -0.3 0.2 0.0
H 7.87157 2.42551 4.10572 0.3 -0.3 0.4
H 1.54475 3.13980 4.18684 -0.4 0.1 0.1
H 2.31740 1.79579 4.64029 -0.3 -0.4 0.2
C 5.55947 -3.30457 -0.24515 0.7 0.2 1.2
C 4.50676 -2.18700 -0.33228 -0.1 1.2 -0.8
C 5.07785 -0.75229 0.02888 1.1 -2.3 -0.4
O 5.51367 -0.80898 1.35268 -0.4 1.4 2.3
C 6.03009 0.45885 1.87247 0.4 -0.6 -1.7
N 4.05520 -2.14155 -1.72738 -0.2 0.7 -0.6
H 6.10658 -3.24855 0.69593 -0.4 -0.2 0.5
H 6.39931 -3.23059 -0.93601 -0.4 0.7 -0.7
H 5.21643 -4.32651 -0.40654 -0.5 0.2 0.2
H 3.60246 -2.27033 0.27056 0.3 -0.8 0.5
H 4.40979 0.06500 -0.24282 -0.4 0.0 0.3
H 5.98891 -0.69271 -0.56654 0.1 0.5 -0.6
H 6.67899 0.81104 1.07061 0.4 0.3 0.0
H 6.64868 0.35445 2.76385 -0.4 -0.6 0.0
H 5.33571 1.28470 2.02717 -0.7 -0.4 0.1
H 4.39095 -1.28568 -2.14554 0.4 0.1 -0.4
H 3.05625 -2.10974 -1.87287 -0.3 -0.2 0.5
C -2.54559 10.60814 1.26071 -0.9 -1.7 -0.2
C -3.68596 9.55429 1.57581 1.2 0.8 0.8
C -3.10926 8.12121 1.57728 -2.1 0.0 -0.6
O -4.26625 7.18767 1.61320 1.6 -0.5 -0.8
C -3.90176 5.89201 1.02154 -0.6 1.4 0.4
N -4.10637 9.81797 2.92206 -0.7 -0.2 1.6
H -1.77119 10.44882 2.01106 0.1 0.0 -0.1
H -2.84352 11.65489 1.32129 -0.3 -0.2 -0.2
H -2.16177 10.33754 0.27706 0.2 0.5 -0.1
H -4.59557 9.59295 0.97646 0.5 0.0 -1.1
H -2.52700 7.90328 2.47259 0.4 0.3 -0.2
H -2.57986 8.02242 0.62961 0.3 -0.5 0.1
H -2.87024 5.62677 1.25331 -0.1 -0.1 0.2
H -4.04923 5.92231 -0.05802 0.3 0.2 -0.2
H -4.62612 5.15426 1.36667 0.3 0.0 0.4
H -4.62060 10.68027 3.03203 0.2 0.4 -0.3
H -4.81133 9.12740 3.13706 -0.1 -0.4 0.4
C -4.04292 0.89603 -1.82004 1.8 -1.3 0.9
C -5.32309 1.59004 -1.65363 -0.2 0.5 -0.1
C -5.23959 3.00071 -1.06536 -0.7 -1.0 1.6
O -6.57689 3.46863 -0.89815 0.9 -0.8 -0.2
C -6.68661 4.86920 -0.88828 -1.3 -0.7 0.1
N -5.74664 1.76990 -2.98353 -1.8 -0.1 -2.1
H -4.11546 0.08756 -2.54751 -0.2 0.2 -0.2
H -3.72292 0.37123 -0.91988 0.4 0.3 0.3
H -3.27144 1.58486 -2.16416 0.3 0.0 0.1
H -6.05017 0.91013 -1.20959 -0.1 0.4 0.7
H -4.64581 3.59512 -1.75977 0.0 0.3 -0.1
H -4.78326 3.02181 -0.07571 0.4 0.0 0.2
H -7.75051 4.97776 -0.67749 0.0 0.6 -0.2
H -6.45756 5.20097 -1.90098 0.2 0.8 0.2
H -6.16030 5.33966 -0.05776 0.3 0.1 -0.4
H -6.62873 2.26133 -2.96101 -0.1 0.3 -0.4
H -5.06437 2.33643 -3.46691 0.0 0.1 -0.4
C -1.95317 -3.43840 3.60987 0.7 0.0 0.6
C -2.66771 -3.70731 4.91598 -1.1 -1.6 0.5
C -2.01820 -4.86657 5.74190 -0.1 1.4 0.1
O -2.14923 -6.07758 5.04246 0.3 0.3 -0.8
C -1.80681 -7.23480 5.75998 0.3 -0.3 -0.1
N -2.86368 -2.49170 5.66555 1.3 1.1 0.2
H -0.90318 -3.20332 3.78409 0.2 0.1 0.4
H -2.32745 -2.54744 3.10566 -0.4 -0.5 -0.4
H -1.90909 -4.34201 3.00190 -0.5 0.3 -0.3
H -3.70472 -3.99693 4.74621 0.0 -1.0 -0.8
H -2.41625 -4.88401 6.75646 -0.9 -0.4 0.1
H -1.00291 -4.55813 5.99123 0.8 -0.3 -0.6
H -1.49425 -8.08748 5.15719 -0.6 0.2 -1.0
H -2.70564 -7.53977 6.29588 0.5 -0.2 0.8
H -0.85607 -7.12217 6.28104 -0.4 0.5 1.1
H -3.14627 -1.82083 4.96543 -0.1 0.5 0.2
H -3.57067 -2.49224 6.38685 -0.2 -0.6 -0.1
C 0.96936 -0.35916 -3.15508 -0.1 0.1 0.8
C 0.90924 -0.66439 -1.66166 -1.5 -0.2 0.0
C -0.01843 0.32038 -0.89433 2.4 -0.9 -0.7
O 0.11461 -0.06152 0.47168 -1.1 0.4 -0.4
C -0.88050 0.62745 1.19662 0.3 0.2 0.4
N 0.42846 -2.05752 -1.51272 1.0 0.4 0.6
H -0.06553 -0.36126 -3.49727 0.0 0.0 -0.4
H 1.51967 -1.16112 -3.64714 0.0 0.2 -0.2
H 1.40084 0.61821 -3.37118 0.1 -0.1 -0.1
H 1.86108 -0.57385 -1.13830 0.3 -0.1 -0.3
H -1.01572 0.30973 -1.33412 -0.4 -0.2 0.5
H 0.43377 1.30355 -1.02474 -0.2 0.5 0.0
H -0.81774 0.35732 2.25075 -0.1 -0.3 0.0
H -1.86390 0.42943 0.77023 -0.2 -0.2 0.2
H -0.71108 1.70316 1.14916 0.0 0.1 -0.1
H -0.51917 -2.19341 -1.83465 -0.2 0.3 -0.4
H 0.34611 -2.20460 -0.51688 0.1 -0.3 0.4
C -1.53098 -3.05929 -7.13438 -0.1 0.6 1.1
C -2.17252 -1.94724 -7.97533 2.1 -0.2 -0.4
C -2.79289 -0.81563 -7.14637 0.1 0.1 1.0
O -1.87910 -0.18396 -6.20476 0.0 0.1 -0.1
C -2.53533 0.77208 -5.35084 -0.2 -0.7 0.3
N -1.14263 -1.42752 -8.91189 -0.7 0.8 0.2
H -2.31441 -3.51946 -6.53224 0.1 -0.7 -0.2
H -0.80923 -2.69441 -6.40359 -0.2 0.5 0.0
H -0.90096 -3.73629 -7.71131 -0.7 -0.3 -0.3
H -2.92998 -2.45487 -8.57255 -0.4 0.4 0.0
H -3.58283 -1.26816 -6.54694 -0.4 0.0 0.0
H -3.21718 0.00065 -7.73097 -0.1 -0.2 -0.5
H -3.21705 1.44294 -5.87362 0.2 0.1 -0.3
H -1.84986 1.34713 -4.72830 0.7 0.1 -0.8
H -3.10163 0.27837 -4.56111 -0.5 -0.5 -0.2
H -0.47449 -2.13150 -9.19136 -0.1 -0.3 0.1
H -0.59101 -0.76869 -8.38108 0.2 0.2 0.0
C 2.04080 -9.20237 -2.98677 -0.1 -0.2 0.7
C 2.22076 -8.40511 -1.69364 0.8 0.2 -0.5
C 0.93092 -8.07560 -0.92314 1.3 -0.6 -1.0
O 1.24117 -7.44037 0.27756 0.3 0.7 1.3
C 1.75247 -6.12662 0.10682 0.0 0.5 -1.0
N 3.25088 -9.02529 -0.83915 -0.7 -0.6 0.2
H 1.79252 -10.23177 -2.72829 0.2 -0.3 -0.2
H 2.99860 -9.14193 -3.50356 -0.2 -0.3 -0.2
H 1.23075 -8.85885 -3.63014 0.1 0.4 0.0
H 2.77498 -7.52839 -2.02873 -0.7 0.8 0.1
H 0.45286 -9.02352 -0.67610 -0.3 0.1 0.1
H 0.30165 -7.47514 -1.58007 -0.4 0.2 0.1
H 1.67618 -5.45205 0.95959 -1.0 -0.5 0.3
H 1.25572 -5.74887 -0.78686 -0.2 0.8 0.2
H 2.80992 -5.98918 -0.11907 0.5 -1.0 -0.2
H 3.03708 -8.72033 0.09968 0.3 0.6 0.4
H 3.03716 -10.00702 -0.73603 0.1 -0.6 -0.4
C 1.66323 -0.83715 8.52119 0.0 -0.5 -1.2
C 1.81806 0.03892 7.22748 1.1 -2.0 -1.2
C 1.67516 -0.78156 5.90375 0.1 -0.9 -0.8
O 2.12589 -0.07403 4.71744 -0.2 0.7 -0.2
C 2.14038 -0.75348 3.42977 -0.6 -0.4 1.1
N 0.89140 1.09886 7.33092 -0.6 1.3 0.8
H 2.49965 -1.53372 8.57851 0.0 0.0 0.2
H 0.74820 -1.42916 8.50194 -0.1 -0.1 -0.4
H 1.53987 -0.29277 9.45742 0.5 0.5 -0.2
H 2.83514 0.42689 7.17146 0.5 -0.1 0.2
H 0.66595 -1.16296 5.74842 -0.6 0.5 0.1
H 2.24643 -1.70985 5.89919 0.5 -0.1 0.7
H 2.96271 -1.46889 3.42162 0.0 -0.1 -0.2
H 2.18784 -0.10085 2.55804 0.6 0.8 0.6
H 1.18383 -1.23253 3.22090 -0.1 -0.5 0.5
H 1.26161 1.47200 8.19337 -0.9 0.8 0.7
H 1.08178 1.88081 6.72067 0.2 -0.1 -0.9
C -3.56568 -4.75873 0.38756 -0.4 -2.2 -0.8
C -2.70512 -3.72400 -0.27020 -1.5 1.1 0.6
C -3.22789 -3.47109 -1.70789 1.6 0.8 0.8
O -2.32058 -2.46481 -2.29346 -0.8 -1.8 1.1
C -2.36880 -2.47199 -3.66455 -0.2 0.8 -1.9
N -2.82243 -2.58378 0.59923 0.9 1.5 -0.2
H -3.83864 -4.66087 1.43828 0.8 0.3 0.0
H -3.06939 -5.70778 0.18484 -0.2 -0.4 0.6
H -4.53210 -4.88532 -0.10040 -0.2 0.3 -0.3
H -1.64817 -3.99030 -0.26432 0.0 -0.3 -0.5
H -4.22710 -3.04078 -1.77519 -0.2 0.0 0.5
H -3.26283 -4.45388 -2.17802 0.5 0.1 -0.8
H -2.03651 -3.37220 -4.18154 0.1 -0.5 0.4
H -1.75429 -1.67379 -4.08092 0.2 0.1 0.3
H -3.37279 -2.25341 -4.02834 -0.4 -0.1 -0.1
H -2.60399 -1.77022 0.04201 0.4 0.5 0.0
H -3.77576 -2.39503 0.87426 -0.3 -0.3 -0.1
C 4.09980 -1.19322 -6.97423 -0.1 0.4 -1.1
C 2.72288 -1.07688 -6.33472 1.0 -0.4 1.3
C 2.11313 0.35657 -6.34523 0.2 -1.0 1.4
O 2.79040 1.23323 -5.37296 -0.1 -2.2 -1.7
C 2.35776 2.54421 -5.39353 0.2 0.9 0.0
N 1.76692 -2.04338 -6.84632 -0.8 0.2 -0.9
H 4.09187 -0.75877 -7.97388 0.1 -0.1 -0.3
H 4.41582 -2.23282 -7.06068 -0.2 -0.1 0.0
H 4.88942 -0.68027 -6.42517 -0.2 0.2 0.2
H 2.98578 -1.49904 -5.36478 -0.4 1.1 1.2
H 1.05719 0.30958 -6.07901 -0.2 -0.2 0.4
H 2.07083 0.63930 -7.39708 0.7 0.9 -0.1
H 2.21763 2.89323 -6.41658 -0.1 0.2 -0.1
H 3.13926 3.12535 -4.90400 0.1 0.2 -0.2
H 1.45865 2.74110 -4.80963 -0.5 -0.3 -0.1
H 2.10269 -2.98718 -6.71747 0.7 -0.2 -0.3
H 0.97494 -2.05531 -6.21964 -0.4 0.5 0.1
C -5.69868 -1.89020 3.34577 0.2 0.7 0.4
C -5.61287 -0.88990 2.14676 -0.2 -1.3 1.5
C -4.47998 0.09745 2.26177 0.8 0.5 0.2
O -4.72659 1.00798 3.30264 -0.5 1.4 0.3
C -5.40295 2.24675 2.98521 1.1 -0.1 -0.4
N -5.50943 -1.62424 0.91092 -0.6 0.6 -0.6
H -6.73143 -2.17516 3.54658 -0.1 0.2 0.0
H -5.29504 -1.40057 4.23201 -0.4 0.3 0.2
H -5.14284 -2.82782 3.34739 0.3 0.0 -1.0
H -6.51356 -0.28270 2.23696 -0.3 0.1 -0.2
H -4.26774 0.64491 1.34344 -0.4 0.0 -0.5
H -3.51618 -0.34986 2.50485 0.0 -0.5 0.1
H -5.31712 2.94456 3.81816 -1.2 -0.9 0.9
H -6.34811 2.07354 2.47063 -0.3 0.2 0.7
H -4.85566 2.94577 2.35282 0.8 -0.7 -1.2
H -6.17578 -2.38058 0.84754 -0.2 -0.1 0.2
H -5.78795 -0.95438 0.20820 0.1 -0.2 -0.7
C -1.56148 3.64947 6.36897 0.3 -0.2 -0.9
C -2.46307 3.39872 5.20368 0.5 -2.8 -1.3
C -1.60242 3.07871 3.93524 -0.1 2.0 -1.5
O -1.23251 4.36389 3.28901 -1.1 -0.5 -0.8
C -0.71764 4.21897 1.96017 0.9 -0.1 1.0
N -3.21920 2.15794 5.48645 -0.4 0.5 0.0
H -0.93895 2.75474 6.37344 -0.2 -0.2 0.8
H -2.20191 3.75752 7.24435 0.7 0.4 0.3
H -0.84201 4.41130 6.06886 -0.3 0.7 0.8
H -3.20153 4.17045 4.98640 0.4 0.3 -0.2
H -2.14710 2.41056 3.26816 -0.9 0.5 -0.5
H -0.67923 2.49938 3.92167 0.5 -0.1 1.5
H -0.45400 5.14727 1.45336 -0.1 0.6 0.8
H -1.32422 3.72163 1.20333 -0.5 -0.5 0.5
H 0.23086 3.70639 2.12050 0.2 -0.5 -0.7
H -2.68008 1.43530 5.94169 0.3 0.1 0.7
H -3.56152 1.69764 4.65516 -0.3 0.3 -0.2
C 4.85179 1.75450 -2.86857 0.9 0.7 -1.3
C 5.77348 1.12515 -3.95615 0.1 1.3 1.0
C 7.29172 1.55310 -3.87188 -0.5 -0.2 0.7
O 8.08974 0.65488 -4.63704 1.2 0.2 -0.2
C 9.42901 1.15854 -4.92486 -1.2 1.0 -0.6
N 5.69941 -0.27508 -3.66517 0.9 -1.2 -0.5
H 5.19923 1.37854 -1.90626 -0.3 0.3 0.1
H 3.81789 1.49506 -3.09622 0.1 -0.5 0.2
H 4.86178 2.83941 -2.97333 0.2 0.3 0.5
H 5.40355 1.43646 -4.93307 0.0 -0.2 -0.3
H 7.65893 1.50376 -2.84678 -0.2 -0.2 0.5
H 7.45140 2.60083 -4.12658 -0.2 0.1 -0.6
H 9.95042 1.67591 -4.11953 -0.2 -0.5 0.7
H 9.28227 1.96223 -5.64643 0.1 0.1 -0.4
H 10.10678 0.44865 -5.39899 -0.6 -0.5 0.3
H 6.59946 -0.62471 -3.96144 0.2 -0.7 0.1
H 5.05412 -0.78620 -4.25037 -0.5 0.2 -0.1
C 1.94858 -4.58203 -3.65742 -0.5 -0.6 -0.7
C 3.35052 -5.11742 -3.89148 0.2 -0.6 0.2
C 3.99465 -4.70959 -5.25117 -0.8 1.5 0.8
O 3.08592 -4.79560 -6.37086 -0.3 0.9 1.0
C 2.86353 -6.07965 -6.90398 0.8 0.1 0.3
N 4.21838 -4.83511 -2.73325 0.4 -0.9 -1.1
H 1.43280 -4.61703 -4.61703 -0.3 0.7 -0.1
H 1.87647 -3.62874 -3.13386 0.2 0.2 -0.4
H 1.34918 -5.26782 -3.05866 0.2 -0.2 0.4
H 3.27276 -6.19141 -4.06051 -0.1 -0.4 0.7
H 4.97692 -5.15863 -5.39826 -0.2 -0.7 -0.2
H 4.22256 -3.64865 -5.14838 -0.1 0.3 -0.3
H 3.81578 -6.23217 -7.41195 -0.2 -1.4 -0.2
H 2.02436 -6.13660 -7.59727 0.1 0.7 -0.1
H 2.59402 -6.78513 -6.11800 0.5 -0.4 0.0
H 3.88369 -5.30588 -1.90472 -0.1 -0.4 -0.1
H 4.17936 -3.85657 -2.48622 0.1 0.5 -0.2
C -1.93453 1.01886 9.40677 -0.3 -0.8 0.0
C -2.32830 -0.18855 8.59366 -1.4 0.0 -0.6
C -3.87147 -0.49297 8.63931 -0.1 0.7 0.3
O -4.49811 -0.74670 9.90572 0.8 0.6 -0.9
C -4.05380 -1.95471 10.43364 -0.1 0.1 1.0
N -2.02285 -0.00796 7.17597 -1.0 -0.1 0.8
H -2.42757 0.80946 10.35606 0.5 0.6 0.5
H -2.30162 1.94644 8.96753 -0.1 -0.1 0.0
H -0.84478 1.01942 9.43013 -0.1 0.3 0.5
H -1.84308 -1.08016 8.99078 0.4 -0.1 0.2
H -4.07776 -1.36489 8.01857 0.0 -0.2 -0.3
H -4.41755 0.35843 8.23306 0.2 0.0 -0.2
H -4.40823 -2.81803 9.87045 0.0 -0.2 -0.2
H -4.47869 -1.98504 11.43696 0.1 -0.3 0.1
H -2.96611 -1.96671 10.50345 0.1 -0.3 0.1
H -2.35460 -0.85882 6.74456 1.0 0.0 -0.7
H -1.04722 0.21941 7.04734 0.3 -0.3 -0.1
C -1.26847 2.19545 -8.49486 2.6 -1.4 1.7
C -2.33777 2.44102 -9.40935 -2.2 0.4 -0.6
O -3.43579 2.87692 -8.58962 -0.2 0.6 -0.1
H -0.88897 3.14853 -8.12644 0.2 -0.1 0.1
H -0.47494 1.61872 -8.97005 0.4 0.4 -0.3
H -1.48052 1.54829 -7.64379 -0.5 0.2 0.1
H -2.74587 1.59395 -9.96075 0.7 -0.2 -0.3
H -1.93813 3.22255 -10.05556 -0.7 0.2 -0.6
H -4.16256 3.12917 -9.16388 -0.1 0.0 0.0
C 2.68996 3.55334 -0.02651 0.2 -0.9 0.1
C 3.57676 4.76247 -0.01247 1.2 -1.5 0.8
O 2.84310 5.88732 -0.20637 -1.3 2.1 -0.6
H 3.34612 2.68528 0.03705 0.0 -0.3 -0.4
H 2.09968 3.53156 -0.94259 0.1 -0.2 -0.1
H 2.02221 3.37772 0.81691 -0.1 0.7 0.2
H 4.35601 4.65937 -0.76761 0.0 -0.2 -0.4
H 4.14048 4.83388 0.91770 0.0 -0.2 0.5
H 3.44802 6.58600 -0.46620 -0.2 0.2 0.1
C -0.15907 4.24357 -2.68442 -1.6 -0.2 0.1
C -1.50416 4.97648 -2.97490 1.7 0.8 0.5
O -2.02871 4.66505 -4.21957 -0.8 -1.0 -1.1
H 0.07932 4.37418 -1.62886 0.4 0.5 -0.1
H 0.63307 4.50855 -3.38472 0.0 0.3 0.3
H -0.29449 3.16412 -2.75184 -0.2 -0.2 -0.3
H -1.33614 6.04702 -3.09242 0.6 0.3 1.0
H -2.26037 4.85099 -2.19997 0.1 -0.4 0.4
H -2.65978 5.37644 -4.35100 -0.2 -0.2 -0.7
```
Forces are in eV/Å.